1.
Molecular formula: C5H7ClCuF6N2O5S2
Method: DFT, the ωB97M-V functional and the def2-TZVPD basis

Each line ends with the natural charge from an NBO analysis.
Element x y z (Å)
H1 2.3095 -2.6091 0.8414  0.251
F1 -0.1070 2.1697 -0.6276  -0.313
H2 1.3833 1.1034 3.6821  0.223
S1 -2.3593 0.0237 -2.7796  2.142
Cl1 -3.6265 1.1358 2.0012  -0.902
F2 -5.0383 -0.3681 -3.0686  -0.309
F3 -4.4853 0.6483 -1.1335  -0.316
O1 0.1778 0.2060 -3.7491  -0.877
C1 2.4101 1.0813 3.3170  -0.421
N1 2.7039 -0.2858 2.9332  -0.608
C2 2.1742 -2.5163 1.9190  -0.723
H3 3.0322 1.4388 4.1377  0.202
H4 2.9738 -3.0483 2.4345  0.205
F4 0.2903 2.8405 -2.6634  -0.298
C3 -4.1394 -0.3495 -2.0958  0.772
C4 0.5358 1.9100 -1.7591  0.746
C5 1.8563 -0.9871 2.1525  0.704
O2 -2.4658 1.3934 -3.2014  -0.935
H5 1.2704 -3.0680 2.1777  0.237
Cu1 -1.3975 0.0156 0.6462  0.867
O3 1.1963 -0.6327 -1.7310  -0.912
S2 0.1163 0.1422 -2.2851  2.113
H6 2.5714 1.7845 2.5000  0.210
O4 0.8792 -0.5291 1.5804  -0.669
F5 -4.1899 -1.5947 -1.5986  -0.318
O5 -1.9987 -1.0001 -3.8433  -0.905
F6 1.8662 2.0135 -1.5622  -0.325
N2 -1.4411 -0.1327 -1.5241  -1.241
H7 3.5018 -0.7850 3.2997  0.399

Properties
- LUMO energy (eV) = 2.3085
- maximum force (eV/A) = 5.165
- net charge = -1
- Kohn-Sham gap (eV) = 7.70

2.
Molecular formula: C5H7ClN
Method: DFT, the ωB97M-V functional and the def2-TZVPD basis

Each line ends with the natural charge from an NBO analysis.
Element x y z (Å)
N1 0.4702 -0.1994 0.3717  -0.339
C1 -0.3349 0.7915 0.5196  0.454
C2 -0.4862 0.5488 2.0534  -0.281
H1 1.4647 -0.4285 -1.5440  0.262
Cl1 0.1937 2.8930 -1.6049  0.128
H2 0.2834 -1.8621 -1.0093  0.256
C3 -0.8335 2.5080 -0.3447  -0.364
C4 1.0423 -1.0380 -0.6788  -0.457
H3 -0.9350 1.0556 2.8807  0.263
H4 -0.5274 3.0668 0.6062  0.245
C5 0.3611 -0.5335 1.9152  0.048
H5 1.9275 -1.6040 -0.3059  0.252
H6 -1.9288 2.5006 -0.4653  0.260
H7 0.6428 -1.3073 2.6423  0.272

Properties
- LUMO energy (eV) = -5.6008
- maximum force (eV/A) = 4.701
- relative energy (zero: lowest compared OMol25 entry of this formula, charge and spin) (kJ/mol) = 141.8
- net charge = +1
- Kohn-Sham gap (eV) = 8.67

Number 1: total energy -4176.71645 Eh, E_HOMO -5.3942 eV. Number 2: total energy -709.20547 Eh, E_HOMO -14.2754 eV.